Record 1
A molecular structure, C36H18Cl68N2O in a non-equilibrium geometry. Source: OMol25; level of theory: ωB97M-V with the def2-TZVPD basis set.

The spin multiplicity is 1. The value obtained for the largest force on an atom is 0.1480 Eh/bohr. For the electronic energy, the calculation gives -894143.032 eV. The LUMO energy is -1.4451 eV.

CARTESIAN COORDINATES (ANGSTROEM)
Cl  -5.210  10.898  1.812
Cl  0.965  -4.012  -13.489
Cl  0.304  -5.594  -4.290
Cl  0.770  5.533  -5.677
Cl  1.767  -2.935  -10.908
Cl  1.210  -3.667  8.959
Cl  -5.233  2.054  6.622
Cl  -7.370  -5.993  -2.605
Cl  0.136  -1.808  -8.312
Cl  4.642  -3.678  -6.809
Cl  -0.404  11.117  -0.130
Cl  -4.482  10.900  -1.005
Cl  0.406  0.111  -6.143
Cl  2.740  -0.667  -7.695
Cl  0.938  -1.138  -13.040
Cl  8.276  0.561  -0.577
Cl  4.691  -2.435  -4.179
Cl  -1.098  5.626  7.248
Cl  -0.155  6.659  4.697
Cl  1.512  -2.565  -5.864
Cl  10.545  -5.333  0.327
Cl  6.863  -1.956  -6.054
Cl  -3.304  3.418  8.320
Cl  5.672  -0.581  -1.194
Cl  5.942  1.339  0.975
Cl  -0.552  -4.902  7.001
Cl  0.496  -7.290  0.402
Cl  -7.640  -7.913  -4.775
Cl  -2.372  -7.575  0.794
Cl  5.305  -6.013  2.662
Cl  -1.291  -1.555  8.794
Cl  -7.901  -5.260  0.193
Cl  12.043  -3.722  2.232
Cl  -0.798  -5.999  2.665
Cl  -2.671  0.806  7.207
Cl  -1.417  8.903  1.463
Cl  -0.234  -4.518  -6.939
Cl  1.937  -3.665  6.142
Cl  4.533  -3.252  3.157
Cl  -6.524  -6.017  2.642
Cl  9.341  -4.593  2.871
Cl  -4.426  8.417  0.511
Cl  6.803  -4.402  4.567
Cl  0.380  -1.314  11.163
Cl  -1.439  0.839  10.441
Cl  -6.264  -8.669  -2.326
Cl  -0.166  -7.397  -6.525
Cl  1.856  6.664  -3.225
Cl  -0.589  8.473  6.930
Cl  6.563  -4.570  -4.813
Cl  0.678  4.004  -3.203
Cl  -5.296  -4.119  0.811
Cl  -6.971  9.663  -0.146
Cl  1.994  -6.148  7.657
Cl  0.549  10.726  2.592
Cl  -2.492  -1.682  11.441
Cl  -1.024  -2.834  -11.723
Cl  4.102  -5.273  5.206
Cl  -2.790  3.137  5.470
Cl  -1.264  -5.015  -0.033
Cl  7.048  -1.338  1.254
Cl  -2.175  11.634  2.120
Cl  -2.359  -5.823  -5.440
Cl  1.633  6.596  6.992
Cl  -5.036  -6.771  -4.158
Cl  -7.631  -3.341  2.363
Cl  3.222  4.456  -4.539
Cl  9.772  -2.572  0.822
O  2.611  -0.032  2.135
N  0.174  5.049  1.800
N  -2.444  5.839  -0.119
C  -0.052  6.838  6.467
C  5.690  -3.160  -5.464
C  -2.595  -0.064  -1.375
C  6.734  -0.005  0.114
C  1.632  5.164  -4.161
C  -2.302  -2.835  -1.055
C  1.276  -0.300  1.213
C  -0.985  -6.470  0.957
C  -1.520  4.672  -0.320
C  -0.682  6.261  2.026
C  -3.500  2.354  6.905
C  -1.272  1.413  -3.358
C  10.425  -4.055  1.563
C  -0.240  4.255  0.592
C  -0.866  -1.486  -3.204
C  1.947  2.573  1.240
C  2.481  0.908  0.893
C  -1.951  6.616  1.071
C  -0.614  -5.833  -5.799
C  1.199  -1.232  -7.004
C  -1.261  -2.860  -2.343
C  -0.862  10.595  1.511
C  0.345  2.005  -1.107
C  5.186  -4.735  3.898
C  -5.272  9.970  0.293
C  -1.555  -0.092  -2.684
C  -0.941  2.396  -2.048
C  -6.578  -7.337  -3.466
C  -1.852  3.693  -1.633
C  1.147  -4.596  7.440
C  -6.838  -4.685  1.502
C  -3.998  -1.298  0.777
C  0.661  -2.730  -12.290
C  -2.982  -1.439  -0.516
C  -1.211  -0.928  10.460
C  0.692  2.916  0.235
H  -0.117  -1.488  -4.107
H  -3.098  0.941  -0.982
H  2.937  3.150  1.003
H  1.666  2.551  2.376
H  -3.351  -1.591  1.731
H  3.228  0.734  -0.100
H  -0.268  1.367  -3.981
H  -0.430  6.983  2.935
H  -2.786  3.928  -2.338
H  -2.562  7.604  1.345
H  -4.932  -2.014  0.735
H  -2.193  1.804  -3.987
H  0.275  0.021  1.743
H  1.404  -1.165  0.433
H  0.979  1.061  -1.450
H  -4.315  -0.166  0.960
H  -0.752  -3.866  -2.711
H  -2.567  -3.831  -0.461


Record 2
A molecular structure, C36H21HfN8O13Se3 in a non-equilibrium geometry. Source: OMol25; level of theory: ωB97M-V with the def2-TZVPD basis set.

As for the total charge: -1. The spin multiplicity is 1. The value obtained for the largest force on an atom is 0.0374 Eh/bohr. For the electronic energy, the calculation gives -273553.912 eV. The LUMO energy is 0.7452 eV. The relative energy (zero: lowest compared OMol25 entry of this formula, charge and spin) is 33.5 kcal/mol.

CARTESIAN COORDINATES (ANGSTROEM)
Hf  -0.716  0.230  -0.967
Se  -1.484  1.789  -3.103
Se  -3.559  -0.883  -0.688
Se  -4.981  -0.920  1.212
O  6.557  2.480  0.200
O  6.540  2.392  2.347
O  -1.197  2.291  -1.502
O  -1.443  2.934  -4.223
O  3.284  -1.960  0.133
O  -1.410  -1.404  -2.142
O  0.972  -1.070  -1.094
O  -0.157  0.741  -3.075
O  -2.809  0.872  -2.913
O  4.248  -4.262  -5.287
O  2.296  -4.373  -6.192
O  -1.607  -3.008  -3.658
O  4.852  -1.610  -1.294
N  -4.731  1.571  0.075
N  3.051  -4.029  -5.303
N  1.494  1.568  -0.699
N  3.702  -1.886  -1.006
N  -2.542  3.861  5.672
N  0.929  -0.127  1.354
N  6.016  2.242  1.261
N  -1.394  -2.232  0.354
C  -3.097  -3.741  -0.411
C  3.989  2.817  -0.914
C  -2.621  -2.471  -0.123
C  4.336  0.909  2.305
C  -4.781  2.898  0.012
C  2.787  -2.203  -2.100
C  3.004  3.034  -1.836
C  4.646  1.684  1.247
C  -1.339  1.224  1.079
C  3.063  0.275  2.371
C  0.627  -0.909  2.364
C  1.414  -1.825  -2.041
C  -1.166  3.214  2.511
C  -1.937  2.603  3.499
C  -5.911  3.028  2.106
C  -2.079  0.647  2.119
C  2.129  0.471  1.344
C  -5.231  0.977  1.137
C  1.495  -1.174  3.432
C  -2.386  1.302  3.301
C  1.771  2.392  -1.688
C  -2.236  -4.815  -0.253
C  -0.576  -3.273  0.483
C  -0.883  2.530  1.342
C  -0.945  -4.576  0.185
C  2.489  -3.289  -4.177
C  3.339  -2.875  -3.169
C  -5.356  3.672  1.004
C  -2.267  3.301  4.706
C  2.725  -0.576  3.433
C  -0.926  -2.258  -2.983
C  1.118  -3.068  -4.114
C  0.579  -2.352  -3.066
C  3.725  1.956  0.168
C  -5.854  1.650  2.183
C  2.450  1.351  0.236
H  0.453  -3.460  -4.870
H  1.181  -1.833  4.228
H  5.061  0.754  3.092
H  -0.362  -1.342  2.345
H  -2.984  0.815  4.062
H  -6.247  1.121  3.039
H  -2.434  -0.371  2.020
H  0.429  -3.046  0.821
H  4.397  -3.088  -3.201
H  -4.095  -3.866  -0.804
H  3.159  3.687  -2.682
H  -4.328  3.341  -0.866
H  -0.223  -5.374  0.278
H  4.949  3.294  -1.012
H  -5.361  4.748  0.921
H  -0.299  3.053  0.592
H  -6.365  3.597  2.906
H  -2.556  -5.815  -0.511
H  0.989  2.561  -2.409
H  3.436  -0.744  4.231
H  -0.804  4.224  2.661


Record 3
A molecular structure, C36H23CaCl7N2O6PS. Source: OMol25; level of theory: ωB97M-V with the def2-TZVPD basis set.

As for the total charge: -1. The spin multiplicity is 1. The value obtained for the largest force on an atom is 0.0025 Eh/bohr. For the electronic energy, the calculation gives -179202.920 eV. The LUMO energy is 2.1257 eV. The relative energy (zero: lowest compared OMol25 entry of this formula, charge and spin) is 0.0 kcal/mol.

CARTESIAN COORDINATES (ANGSTROEM)
Ca  -1.208  -0.109  1.455
Cl  -3.482  0.407  -0.473
Cl  -5.209  -3.046  1.016
Cl  -7.063  -1.868  5.976
Cl  -7.478  -3.195  3.176
Cl  -4.366  -0.401  6.590
Cl  -2.116  -0.283  4.408
Cl  -1.491  5.391  0.520
S  -2.258  2.502  1.681
P  1.274  0.852  -0.990
O  2.833  -5.648  1.435
O  2.604  -1.606  3.129
O  0.887  -0.314  2.496
O  -2.836  -1.620  1.929
O  3.472  -3.922  2.694
O  -0.100  0.640  -0.435
N  -0.127  -2.289  0.893
N  0.556  -4.342  0.591
C  3.405  -0.589  0.095
C  2.383  -0.559  -0.849
C  2.650  -4.528  1.876
C  4.201  -1.720  0.222
C  -0.387  -3.424  0.286
C  3.232  4.507  0.927
C  1.545  -1.381  2.498
C  -4.616  -1.138  5.049
C  2.151  -1.677  -1.653
C  2.944  -2.803  -1.521
C  1.959  4.110  1.302
C  -3.046  3.664  -2.700
C  -1.577  -3.679  -0.568
C  1.459  -3.763  1.448
C  2.099  1.356  -4.969
C  -4.997  -2.322  2.572
C  -3.078  2.038  -0.941
C  -3.622  -1.081  4.089
C  -0.086  2.262  -4.520
C  1.379  2.988  0.724
C  -2.453  4.558  -1.823
C  1.176  1.230  -2.751
C  0.026  1.879  -3.192
C  -3.356  2.391  -2.249
C  2.084  2.265  -0.230
C  3.362  2.672  -0.616
C  1.008  -2.484  1.634
C  3.973  -2.823  -0.585
C  2.214  0.970  -3.643
C  -2.511  2.911  0.012
C  0.949  2.002  -5.407
C  -2.202  4.184  -0.514
C  -3.759  -1.668  2.804
C  -5.818  -1.791  4.781
C  -5.995  -2.381  3.530
C  3.935  3.788  -0.035
H  -2.455  -3.838  0.061
H  -3.810  1.660  -2.905
H  3.682  5.381  1.381
H  3.133  -2.964  2.916
H  -3.261  3.956  -3.720
H  0.639  -5.291  0.267
H  0.378  2.688  1.018
H  -0.776  2.077  -2.492
H  4.929  4.101  -0.330
H  1.401  4.669  2.042
H  2.756  -3.674  -2.137
H  3.911  2.113  -1.366
H  1.345  -1.662  -2.377
H  3.105  0.455  -3.305
H  -1.429  -4.545  -1.213
H  4.577  -3.714  -0.465
H  -2.188  5.557  -2.141
H  4.972  -1.750  0.980
H  2.903  1.150  -5.664
H  -0.983  2.766  -4.856
H  3.561  0.255  0.755
H  0.861  2.301  -6.444
H  -1.776  -2.803  -1.183


Record 4
A molecular structure, C36H23F9N7O5Sn. Source: OMol25; level of theory: ωB97M-V with the def2-TZVPD basis set.

As for the total charge: -1. The spin multiplicity is 1. The value obtained for the largest force on an atom is 0.0147 Eh/bohr. For the electronic energy, the calculation gives -88667.488 eV. The LUMO energy is 1.7681 eV. The relative energy (zero: lowest compared OMol25 entry of this formula, charge and spin) is 27.0 kcal/mol.

CARTESIAN COORDINATES (ANGSTROEM)
Sn  0.352  -0.012  1.146
F  -1.838  -2.294  3.566
F  -0.831  -3.893  4.614
F  -0.739  -4.813  0.499
F  2.114  -3.552  3.233
F  1.715  -4.702  1.448
F  -1.578  -5.364  2.420
F  -2.297  -3.610  1.376
F  0.965  -5.385  3.356
F  0.190  -2.016  4.259
O  -0.660  -5.723  -4.190
O  -2.267  1.979  3.701
O  -1.633  0.388  2.236
O  0.218  -2.405  1.508
O  -2.575  -5.084  -5.093
N  -1.372  2.352  0.113
N  -1.483  -0.034  -1.331
N  1.736  -1.010  -0.884
N  1.979  3.332  1.866
N  1.739  1.780  0.065
N  1.722  1.188  2.853
N  1.910  0.961  -2.219
C  1.645  -2.522  -3.209
C  -0.657  -2.901  3.706
C  3.133  5.165  -0.370
C  1.737  -0.396  -2.080
C  -2.465  0.760  -1.312
C  -3.400  3.017  -0.964
C  -1.510  -4.883  -4.274
C  3.328  5.080  -2.785
C  1.992  1.842  -1.273
C  1.379  0.469  3.927
C  2.615  3.886  -0.405
C  0.886  3.129  3.972
C  1.519  2.518  2.880
C  1.756  -2.343  -0.845
C  -1.314  3.547  0.680
C  -2.446  0.966  3.034
C  -1.531  -1.219  -2.064
C  -3.312  4.280  -0.401
C  0.491  2.362  5.044
C  0.773  1.001  5.046
C  -1.041  -3.571  -2.217
C  -1.969  -1.235  -3.391
C  1.172  -4.282  2.604
C  -2.407  2.085  -0.681
C  1.661  -1.147  -3.269
C  -1.513  -3.595  -3.528
C  -1.053  -2.400  -1.490
C  2.840  3.777  -2.811
C  3.482  5.758  -1.579
C  -2.254  4.547  0.448
C  -1.964  -2.414  -4.114
C  1.722  -3.147  -1.968
C  2.100  2.963  0.636
C  -0.103  -3.403  2.329
C  2.490  3.202  -1.608
C  -1.193  -4.312  1.665
H  -0.039  2.808  5.876
H  1.724  -4.224  -1.871
H  3.882  6.764  -1.587
H  -0.476  3.726  1.337
H  3.260  5.687  0.571
H  -3.207  -4.363  -5.003
H  -4.061  5.031  -0.616
H  1.625  -0.614  -4.209
H  -3.440  0.457  3.089
H  -2.276  -2.396  -5.152
H  1.579  -3.111  -4.116
H  -2.277  -0.309  -3.860
H  0.689  4.192  3.937
H  1.598  -0.592  3.864
H  2.744  3.215  -3.731
H  3.596  5.573  -3.712
H  -3.423  0.504  -1.780
H  -2.152  5.509  0.932
H  -0.673  -4.487  -1.774
H  -4.213  2.759  -1.632
H  1.781  -2.779  0.146
H  -0.701  -2.377  -0.463
H  0.501  0.365  5.876


- What is the formula in the fourth record?
  C36H23F9N7O5Sn


- The lowest largest force on an atom belongs to which entry?
  C36H23CaCl7N2O6PS


- What is the electronic energy in the fourth record?
  -88667.488 eV